Entry 1:
The following is a quantum chemistry calculation of a 9-piece molecular cluster, CH19NO10 overall, from the OMol25 dataset.

XYZ file:
```
31
Properties=species:S:1:pos:R:3:forces:R:3:lowdin_charge:R:1
N -0.272026 -0.211922 -0.237830 1.3 4.5 0.2 0.235
H 0.408511 -0.483399 0.552071 -0.4 0.0 -2.6 0.163
H 0.049943 0.389276 -1.156376 0.3 -1.7 3.2 0.206
H -0.749175 0.589393 0.316622 -0.3 -1.4 -1.2 0.125
H -0.848037 -0.918793 -0.653024 -0.6 -0.6 0.8 0.065
C -0.761956 2.697037 2.601559 -3.6 4.4 4.0 -0.845
O -1.229646 3.357215 3.624818 1.8 -2.2 -1.9 -0.095
O -0.529579 1.396309 2.766108 1.2 -3.4 0.4 0.028
O -0.701013 3.131869 1.465427 0.9 -0.3 -2.4 -0.015
H -0.559123 1.134132 3.707290 -0.2 0.8 -0.6 0.114
O -2.816780 0.889605 -1.102858 -2.7 -0.7 3.4 -0.133
H -3.131280 0.231570 -1.746193 -0.2 0.4 0.4 0.024
H -3.509727 0.813442 -0.234313 2.9 0.3 -3.8 0.168
O -0.280328 -4.349306 -0.119814 -2.4 0.6 -1.7 -0.195
H -0.408405 -4.849379 -1.018181 -0.1 1.5 2.7 0.097
H -1.152088 -3.723220 0.130279 2.6 -2.3 -1.4 0.049
O 2.833978 1.076027 0.346184 -0.3 -0.6 4.6 -0.086
H 3.546617 0.938510 -0.240076 1.4 -0.5 -0.9 0.014
H 3.180121 0.863192 1.329497 -1.0 0.9 -3.6 0.155
O 0.993769 2.954395 -0.677502 2.9 -2.5 1.5 -0.153
H 1.846347 2.457695 -0.245005 -2.9 1.8 -1.4 0.064
H 0.373042 2.825314 0.081764 -0.2 0.8 0.0 -0.024
O -2.231756 -2.694342 0.657102 1.1 0.3 0.6 -0.070
H -1.932487 -2.779445 1.623415 -2.0 -0.1 -1.9 0.138
H -3.103130 -2.971982 0.300616 0.6 0.0 1.6 0.101
O 1.481332 -2.507080 -1.347184 -0.9 0.1 3.4 -0.049
H 1.388801 -2.636789 -2.240691 0.1 -0.2 -3.6 -0.017
H 0.746936 -3.074295 -0.994032 0.9 0.2 0.3 -0.005
O 2.465881 1.536358 -2.789863 4.3 -4.3 -3.6 0.038
H 3.092892 1.953656 -2.260530 2.7 0.8 0.9 0.004
H 1.808367 1.964956 -2.439278 -7.2 3.7 2.7 -0.099
```
Forces are in eV/Å.

Values from the calculation:
**Spin multiplicity**: 1
**E_tot**: -23307.271 eV
**HOMO level**: -7.36 eV
**Charge**: 0
**ΔE to the lowest compared entry with this formula, charge and spin**: 4.497 eV
**Gap between HOMO and LUMO**: 6.21 eV



Entry 2:
The following is a quantum chemistry calculation of one molecule with the formula C4H7N3O, from the OMol25 dataset.

XYZ file:
```
15
Properties=species:S:1:pos:R:3:forces:R:3:lowdin_charge:R:1
H -1.456535 -1.264166 0.741210 0.3 -0.1 1.0 0.050
N -0.744272 -1.465618 1.476851 0.1 0.5 -1.4 0.120
C 0.374981 -1.115420 0.952709 0.1 -0.9 0.8 -0.418
N 1.606417 -1.323060 1.531923 -1.4 0.1 0.5 0.129
C 0.553178 -0.396490 -0.386892 0.3 -0.3 1.9 -0.429
O 1.667243 -0.272584 -0.819614 0.5 0.1 -1.0 0.104
N -0.569197 0.146613 -0.902886 -0.2 -0.3 -1.1 -0.054
C -0.461549 1.396022 -1.591606 0.5 0.9 -0.2 -0.093
C -1.279851 1.258854 -0.326390 -0.2 0.5 0.7 -0.082
H 1.691180 -1.851294 2.392533 -0.2 0.1 -0.5 0.109
H 2.345334 -1.283551 0.875850 0.9 0.1 -0.2 0.070
H 0.538759 1.906968 -1.611559 -1.1 -0.6 0.4 0.131
H -0.991248 1.451704 -2.541324 0.0 0.0 0.2 0.107
H -0.896993 1.626230 0.670139 -0.5 -0.2 -1.4 0.139
H -2.377446 1.185793 -0.460944 0.8 0.2 0.4 0.116
```
Forces are in eV/Å.

Values from the calculation:
**Spin multiplicity**: 1
**E_tot**: -10778.124 eV
**HOMO level**: -9.35 eV
**Charge**: 0
**ΔE to the lowest compared entry with this formula, charge and spin**: 1.624 eV
**SMILES string**: [H]/N=C(/N)C(=O)N1CC1
**Gap between HOMO and LUMO**: 10.05 eV



Entry 3:
The following is a quantum chemistry calculation of a 5-piece molecular cluster, C34H42N4O3 overall, from the OMol25 dataset.

XYZ file:
```
83
Properties=species:S:1:pos:R:3:forces:R:3:lowdin_charge:R:1
C -0.218622 -0.702824 -5.373568 -0.2 0.0 -0.5 -0.056
C -1.224165 0.316989 -4.871262 0.2 0.3 -0.3 -0.223
O -1.730779 0.118788 -3.537185 -0.1 -0.4 -0.2 -0.064
C -1.229154 -0.954581 -2.837685 -0.4 1.0 -0.9 -0.188
C -1.830347 -2.201334 -2.892081 -0.3 -0.1 -0.3 -0.135
C -3.063839 -2.626989 -3.663517 -0.2 0.3 -0.4 -0.175
C -3.833874 -1.593880 -4.487739 -0.3 -0.1 0.4 -0.091
C -1.222890 -3.199924 -2.165391 -0.6 -1.1 0.1 -0.026
C -0.111402 -3.011010 -1.405372 0.8 -0.6 0.6 -0.004
C 0.453462 -1.768374 -1.354498 0.9 0.5 0.6 -0.097
C -0.109471 -0.731563 -2.058557 0.3 0.8 -0.1 -0.022
C 0.538264 0.627609 -1.947490 -0.2 0.4 -0.4 -0.266
O 0.551009 1.449028 -2.849067 0.1 -0.5 0.8 0.115
C 1.156754 0.892153 -0.611160 -0.5 -0.1 -0.7 0.066
C 1.694035 -0.104536 0.080671 0.8 0.0 0.5 -0.107
C 2.285648 0.142231 1.470094 -1.4 -0.7 0.6 -0.272
C 1.155349 0.850550 2.312410 0.7 0.0 -0.5 -0.060
C 2.566452 -1.181992 2.224323 0.4 0.7 0.0 -0.224
C 1.298942 -2.000308 2.508780 0.4 -0.2 -0.5 -0.083
C 1.692253 -1.469040 -0.556643 0.2 -0.3 -0.1 -0.277
O 2.617748 -2.254187 -0.476781 -0.6 0.4 0.1 0.126
H 0.719258 -0.693162 -4.822058 -0.1 -0.1 0.1 0.084
H -0.621456 -1.716520 -5.432271 0.0 0.0 0.3 0.068
H 0.015644 -0.430469 -6.407588 0.0 0.1 0.1 0.086
H -0.757691 1.301600 -4.924167 0.0 0.0 0.3 0.110
H -2.083738 0.365190 -5.541911 -0.1 -0.2 0.1 0.103
H -2.783307 -3.460038 -4.318509 0.1 0.0 0.1 0.103
H -3.764138 -3.050737 -2.938565 0.1 0.0 0.0 0.119
H -3.330602 -1.278862 -5.397995 0.1 0.0 0.0 0.054
H -4.796813 -2.017256 -4.780988 0.1 0.0 0.0 0.075
H -4.034424 -0.720002 -3.870965 0.0 0.1 -0.2 0.082
H -1.667789 -4.189058 -2.179569 0.0 0.0 -0.1 0.127
H 0.330823 -3.815366 -0.833062 0.0 -0.1 -0.1 0.129
H 1.116117 1.908550 -0.235551 0.2 0.0 -0.1 0.131
H 3.181544 0.759002 1.412651 0.0 0.0 0.0 0.128
H 1.232829 0.514221 3.344752 0.0 0.3 0.1 0.072
H 1.206021 1.940020 2.275743 0.0 0.0 0.0 0.065
H 0.194427 0.523215 1.918866 -0.1 0.1 0.2 0.076
H 3.328031 -1.752765 1.697351 -0.2 -0.1 0.0 0.097
H 3.019675 -0.882268 3.174704 0.0 -0.1 0.0 0.110
H 0.792578 -1.680030 3.416041 0.1 -0.1 0.1 0.073
H 0.557761 -1.929830 1.705322 0.1 0.0 0.0 0.072
H 1.587998 -3.050014 2.563376 -0.2 0.0 0.3 0.081
C -3.327672 1.123804 5.324956 0.0 0.0 0.0 -0.112
C -3.862528 0.475688 4.179174 0.0 0.0 0.0 -0.113
C -3.258065 1.025109 3.080434 0.0 0.0 -0.1 -0.146
N -2.382592 1.982000 3.516870 0.0 -0.1 0.0 0.001
C -2.415956 2.044630 4.883561 0.0 0.1 0.0 -0.145
H -3.582637 0.934129 6.354192 0.0 0.0 0.0 0.090
H -4.605036 -0.304549 4.164482 0.0 0.0 0.0 0.089
H -3.375015 0.819547 2.029830 0.0 0.0 0.0 0.104
H -1.804307 2.549388 2.925582 0.0 0.0 0.0 0.137
H -1.791018 2.737162 5.421280 0.0 0.0 0.0 0.098
C -3.822721 -4.333100 -9.617308 0.0 0.0 0.0 -0.112
C -4.549092 -4.694098 -8.450185 0.0 0.0 0.0 -0.109
C -3.850911 -4.218409 -7.373500 0.1 0.0 0.1 -0.146
N -2.730287 -3.588230 -7.842692 -0.1 0.0 0.0 0.005
C -2.708334 -3.650187 -9.209624 0.1 0.0 0.0 -0.141
H -4.089283 -4.549623 -10.638232 0.0 0.0 0.0 0.090
H -5.477132 -5.239297 -8.407737 0.0 0.0 0.0 0.090
H -4.052316 -4.273861 -6.317054 0.0 0.0 0.0 0.095
H -2.031975 -3.148139 -7.272197 0.0 0.0 0.0 0.130
H -1.904432 -3.205682 -9.771093 0.0 0.0 0.0 0.105
C 4.327476 3.460952 3.177967 0.0 -0.1 0.1 -0.117
C 3.784833 3.915975 1.946740 -0.1 0.0 -0.1 -0.113
C 3.683521 5.279411 2.021723 0.0 0.0 0.1 -0.130
N 4.136959 5.666297 3.253343 0.0 -0.1 -0.1 0.011
C 4.534667 4.565450 3.961119 0.0 0.1 0.2 -0.155
H 4.541808 2.441101 3.455546 0.0 0.0 0.0 0.094
H 3.502920 3.309136 1.101612 0.0 0.0 0.0 0.084
H 3.327399 6.003958 1.309589 0.0 0.0 0.0 0.109
H 4.172165 6.611929 3.586451 0.0 0.0 0.0 0.147
H 4.929987 4.663895 4.958835 0.0 0.0 0.0 0.106
C 3.650485 2.078185 8.610653 0.0 0.0 0.0 -0.114
C 2.231392 2.115089 8.562537 0.0 0.0 0.0 -0.113
C 1.878159 2.587336 7.326235 0.0 0.0 0.0 -0.141
N 3.026457 2.840605 6.628083 0.0 0.0 0.0 0.009
C 4.110533 2.528740 7.401631 0.0 0.1 -0.1 -0.149
H 4.262269 1.756628 9.436959 0.0 0.0 0.0 0.089
H 1.549309 1.827229 9.345062 0.0 0.0 0.0 0.089
H 0.912086 2.764799 6.885198 0.0 0.0 0.0 0.097
H 3.068170 3.200389 5.689094 0.0 0.0 0.0 0.106
H 5.112596 2.654383 7.027001 0.0 0.0 0.0 0.102
```
Forces are in eV/Å.

Values from the calculation:
**Spin multiplicity**: 1
**E_tot**: -48040.148 eV
**HOMO level**: -8.32 eV
**Charge**: 0
**ΔE to the lowest compared entry with this formula, charge and spin**: 0.449 eV
**SMILES string**: CCOc1c(CC)ccc2c1C(=O)C=C([C@@H](C)CC)C2=O.c1cc[nH]c1.c1cc[nH]c1.c1cc[nH]c1.c1cc[nH]c1
**Gap between HOMO and LUMO**: 7.58 eV



Entry 4:
The following is a quantum chemistry calculation of C14H12Cl3N5O4Re as an isolated structure, from the OMol25 dataset.

XYZ file:
```
39
Properties=species:S:1:pos:R:3:forces:R:3:lowdin_charge:R:1
Re 0.262536 0.067851 -0.135356 0.6 -1.9 0.4 1.568
Cl -4.073900 0.603314 5.590817 0.0 0.1 0.1 0.808
C -2.887120 0.143260 4.465376 0.4 0.0 -0.6 -0.643
C -2.686039 0.923384 3.309954 -0.2 0.1 0.2 -0.081
C -1.732824 0.520927 2.413464 0.3 -1.7 1.1 -0.496
Cl -1.420263 1.373084 0.943988 -0.4 1.2 -0.6 0.879
C -0.951855 -0.657184 2.561148 -1.9 0.6 1.9 -0.444
O -0.120641 -1.020755 1.658176 2.2 0.9 -3.5 -0.209
C -1.174730 -1.414229 3.761633 0.2 0.7 -0.8 -0.572
Cl -0.226703 -2.803683 4.019256 0.0 -0.1 0.0 0.810
C -2.122176 -1.005479 4.680468 -0.1 0.1 -0.1 -0.083
H -3.274609 1.812581 3.144014 -0.1 0.1 0.0 0.126
H -2.292794 -1.588174 5.572209 0.0 -0.1 0.1 0.126
N 2.082512 2.465187 -0.122334 0.2 0.6 -0.3 0.020
C 3.180250 3.042629 0.373362 0.0 -0.4 0.3 -0.006
C 3.614998 2.261553 1.431076 -0.2 -0.1 -0.1 0.009
C 2.705769 1.212254 1.505823 0.4 0.3 0.3 -0.072
N 1.774890 1.341184 0.557781 -0.5 -0.3 -0.2 -0.192
H 1.559330 2.759409 -0.938718 0.1 -0.1 0.2 0.164
H 3.593516 3.938426 -0.044094 0.0 0.2 -0.1 0.146
H 4.471512 2.431095 2.051582 0.1 0.0 0.1 0.124
H 2.690331 0.380240 2.183515 -0.1 -0.2 0.1 0.132
N -0.377127 -3.115348 -0.739945 0.5 -0.1 0.4 0.185
C -1.134941 -2.330282 -1.508629 -0.4 -0.2 -0.2 -0.338
C -1.876731 -2.884393 -2.582284 0.0 0.3 0.0 0.028
C -2.673763 -2.079088 -3.352495 0.3 -0.2 0.5 -0.004
C -2.774895 -0.721227 -3.026947 0.4 0.5 0.6 -0.022
C -2.016249 -0.241365 -1.986382 -1.0 0.4 -1.2 -0.152
N -1.187761 -0.999435 -1.245046 0.6 -0.6 0.3 -0.095
H -0.307936 -4.098204 -0.949149 0.0 0.1 0.1 0.136
H 0.167832 -2.762126 0.036322 -0.3 -0.2 -0.1 0.089
H -1.789113 -3.938959 -2.790109 0.0 -0.1 0.0 0.130
H -3.226975 -2.482559 -4.183938 -0.1 -0.1 -0.1 0.132
H -3.420011 -0.054888 -3.572770 0.0 0.1 -0.1 0.123
H -2.050799 0.808535 -1.733800 0.0 0.1 0.0 0.090
O 2.472874 -0.167201 -3.176825 0.1 -0.1 0.0 0.257
N 1.772344 -0.092366 -2.242813 0.7 0.1 -1.3 -0.500
O 0.925730 0.839489 -2.059149 -1.5 1.0 0.9 -0.104
O 1.758795 -0.926418 -1.285947 -0.6 -0.9 1.9 -0.073
```
Forces are in eV/Å.

Values from the calculation:
**Spin multiplicity**: 4
**E_tot**: -70031.256 eV
**HOMO level (spin up / spin down)**: -14.57 / -14.28 eV
**Charge**: +2
**ΔE to the lowest compared entry with this formula, charge and spin**: 0.999 eV
**⟨S²⟩**: 3.7806
**Gap between HOMO and LUMO (spin up / spin down)**: 7.21 / 4.82 eV